{"formula": "C4H11N3", "method": "the ωB97M-V functional and the def2-TZVPD basis", "species": ["H", "N", "C", "N", "H", "H", "H", "C", "C", "C", "N", "H", "H", "H", "H", "H", "H", "H"], "positions_angstrom": [[-3.0841, 0.6491, -1.1834], [-2.6884, 0.0995, -1.9392], [-1.5722, 0.5850, -2.2977], [-0.8974, 0.0706, -3.3877], [-1.0768, 1.4006, -1.7728], [-1.0760, -0.9123, -3.5416], [0.0816, 0.2994, -3.4575], [0.8972, 0.9442, 0.0902], [0.7122, 0.5230, 1.3328], [0.8628, -0.9089, 1.7752], [1.4715, -0.9481, 3.1095], [0.8373, 2.0008, -0.1308], [1.1343, 0.2393, -0.6983], [0.5097, 1.2524, 2.1178], [-0.1065, -1.4216, 1.7264], [1.5312, -1.4084, 1.0772], [1.6360, -1.9072, 3.3917], [0.8273, -0.5575, 3.7883]], "forces_ev_per_angstrom": [[0.080, -0.126, 0.122], [-0.049, 0.160, -0.081], [-0.207, -0.346, 0.022], [0.346, -0.076, 0.300], [0.025, 0.224, -0.269], [-0.192, 0.107, -0.179], [-0.040, 0.051, 0.064], [-0.028, -0.032, 0.384], [0.241, -0.022, 0.034], [-0.061, 0.240, 0.075], [-0.081, -0.078, -0.028], [-0.049, -0.013, -0.225], [0.049, 0.112, -0.092], [-0.073, -0.127, -0.081], [-0.035, 0.024, -0.005], [0.024, -0.127, -0.043], [0.014, 0.029, -0.010], [0.037, 0.002, 0.013]], "total_charge": 0, "max_force_ev_per_a": 0.46, "total_energy_ha": -323.23213, "smiles": "[H]/N=C/N.C=CCN", "orbital_gap_ev": 10.38, "molar_mass_g_mol": 101.2}